DFT (wB97M-V/def2-TZVPD) results for C4H9NO in the gas phase.

ORCA input file:
```
! RIJCOSX wB97M-V def2-TZVPD def2/J DEFGRID3
* xyz 0 1
C 2.31 0.06 -0.42
C 0.83 0.27 -0.72
C -0.07 -0.13 0.44
C -1.63 0.17 0.11
N -2.78 -0.50 0.50
O -1.60 1.38 0.23
H 2.93 0.30 -1.28
H 2.52 -0.99 -0.15
H 2.64 0.69 0.42
H 0.64 1.32 -0.96
H 0.53 -0.31 -1.59
H -0.08 -1.18 0.65
H 0.28 0.39 1.38
H -3.50 0.00 1.02
H -3.02 -1.45 0.37
*
```

- max |F| (eV/Å) = 5.0
- frontier orbital gap (eV) = 9.800
- electronic energy (eV) = -7830.434
- E_LUMO (eV) = 0.7
- structure (SMILES) = CCCC(N)=O

DFT (wB97M-V/def2-TZVPD) results for a molecular structure, C27H45CeCl4O2P.

ORCA input file:
```
! RIJCOSX wB97M-V def2-TZVPD def2/J DEFGRID3
* xyz 0 1
Ce 0.03 1.02 2.21
Cl -2.06 0.57 0.76
P 0.08 0.46 -2.25
C -0.17 3.13 2.18
H 0.34 3.74 2.94
H -0.79 3.62 1.41
C 1.48 -0.45 -3.14
C 0.12 2.24 -2.87
C 2.82 0.21 -2.79
H 1.44 -1.43 -2.62
C 3.99 -0.67 -3.24
H 2.89 1.18 -3.31
H 2.89 0.42 -1.72
C 3.90 -1.02 -4.73
H 4.93 -0.15 -3.01
H 3.98 -1.59 -2.64
C 2.53 -1.58 -5.12
H 4.11 -0.11 -5.32
H 4.69 -1.74 -4.98
C 1.36 -0.72 -4.64
H 2.47 -1.71 -6.20
H 2.42 -2.58 -4.67
H 1.37 0.24 -5.19
H 0.42 -1.22 -4.88
C -1.53 -0.23 -2.93
C 0.67 2.49 -4.27
H -0.94 2.53 -2.86
C 0.55 3.97 -4.63
H 1.73 2.19 -4.32
H 0.13 1.89 -5.02
C 1.25 4.87 -3.60
H 0.97 4.14 -5.63
H -0.51 4.24 -4.68
C 0.82 4.58 -2.17
H 2.34 4.73 -3.69
H 1.05 5.92 -3.84
C 0.86 3.09 -1.81
H 1.45 5.14 -1.46
H -0.21 4.94 -2.02
H 1.90 2.76 -1.71
H 0.40 2.94 -0.82
C -1.55 -1.76 -2.79
H -2.24 0.19 -2.20
C -2.92 -2.34 -3.19
H -0.77 -2.21 -3.43
H -1.32 -2.04 -1.75
C -3.39 -1.86 -4.57
H -2.87 -3.43 -3.17
H -3.66 -2.03 -2.43
C -3.31 -0.33 -4.73
H -2.78 -2.34 -5.34
H -4.42 -2.18 -4.73
C -1.94 0.24 -4.33
H -3.53 -0.05 -5.76
H -4.07 0.13 -4.10
H -1.19 -0.06 -5.07
H -2.00 1.34 -4.37
C 0.63 -2.37 1.54
C 0.32 -1.83 2.70
H 1.54 -2.08 1.02
C -1.03 -2.02 3.37
H 1.07 -1.28 3.30
C -1.67 -3.37 2.98
H -0.93 -1.95 4.46
H -1.73 -1.22 3.07
C -1.59 -3.62 1.47
H -1.15 -4.18 3.50
H -2.72 -3.40 3.31
C -0.16 -3.49 0.93
H -1.98 -4.62 1.25
H -2.24 -2.90 0.95
H 0.35 -4.45 1.11
H -0.18 -3.38 -0.17
Cl 5.33 1.10 2.36
C 4.21 0.87 1.04
Cl 4.44 2.08 -0.24
Cl 4.32 -0.79 0.37
C 2.72 1.00 1.56
O 2.42 1.07 2.79
O 1.79 0.96 0.66
*
```

- max |F| (eV/Å) = 2.4
- frontier orbital gap (alpha / beta) (eV) = 7.005 / 7.011
- electronic energy (eV) = -105131.498
- E_LUMO (alpha / beta) (eV) = -0.4 / -0.4

DFT (wB97M-V/def2-TZVPD) results for 2 unconnected molecules or ions with the total composition C5H11O6.

ORCA input file:
```
! RIJCOSX wB97M-V def2-TZVPD def2/J DEFGRID3
* xyz 0 2
C -1.25 -0.03 -2.31
C -0.87 0.27 -0.91
C 0.21 1.29 -0.75
O 0.61 1.33 0.61
C 1.60 2.22 0.88
O 2.20 2.83 0.01
C 1.82 2.33 2.35
O -0.36 -0.94 -0.34
O -1.32 -1.90 -0.69
H -1.65 0.83 -2.85
H -0.35 -0.36 -2.83
H -1.98 -0.83 -2.31
H -1.75 0.52 -0.32
H 1.07 0.97 -1.35
H -0.11 2.29 -1.09
H 1.12 1.67 2.87
H 2.85 2.05 2.56
H 1.70 3.36 2.66
H -1.30 -2.46 0.08
O -0.28 -4.53 2.06
O -0.92 -4.94 0.85
H -1.03 -5.96 0.82
*
```

- expectation value of S² = 0.75
- max |F| (eV/Å) = 4.1
- frontier orbital gap (alpha / beta) (eV) = 9.885 / 7.827
- electronic energy (eV) = -17641.179
- E_LUMO (alpha / beta) (eV) = 0.4 / -1.7

DFT (wB97M-V/def2-TZVPD) results for CHIOS2 in the gas phase.

ORCA input file:
```
! RIJCOSX wB97M-V def2-TZVPD def2/J DEFGRID3
* xyz 0 1
C -0.54 -0.32 -0.98
O 1.09 -0.25 2.63
S -0.95 0.26 0.64
S 0.92 0.21 1.28
I -1.11 0.74 -2.67
H 0.58 -0.65 -0.92
*
```

- max |F| (eV/Å) = 2.5
- frontier orbital gap (alpha / beta) (eV) = 7.260 / 7.444
- electronic energy (eV) = -32868.802
- E_LUMO (alpha / beta) (eV) = -1.4 / -1.3

DFT (wB97M-V/def2-TZVPD) results for 2 unconnected molecules or ions with the total composition C5H7N.

ORCA input file:
```
! RIJCOSX wB97M-V def2-TZVPD def2/J DEFGRID3
* xyz 0 1
C -0.48 -1.06 -1.76
C -0.35 -0.36 -0.37
C 1.05 -0.52 -0.31
C 1.41 1.40 1.99
C 0.21 1.59 1.96
N -1.17 0.27 0.37
H -1.24 -1.86 -1.74
H -0.71 -0.33 -2.54
H 0.47 -1.53 -2.06
H 1.40 -1.51 0.01
H 2.37 1.61 2.40
H -0.82 1.82 2.04
H -2.10 0.48 0.01
*
```

- max |F| (eV/Å) = 0.9
- frontier orbital gap (eV) = 8.657
- electronic energy (eV) = -6781.501
- E_LUMO (eV) = -0.1

DFT (wB97M-V/def2-TZVPD) results for 2 unconnected molecules or ions with the total composition C4H11N2S.

ORCA input file:
```
! RIJCOSX wB97M-V def2-TZVPD def2/J DEFGRID3
* xyz -2 2
N -0.54 1.63 -1.89
C -1.43 2.54 -1.36
N -2.27 2.22 -0.45
H -0.50 0.74 -1.43
H 0.35 1.95 -2.22
H -1.42 3.54 -1.84
H -2.84 3.04 -0.19
C 2.51 -0.60 0.53
C 1.34 -0.90 -0.40
C -0.07 -0.93 0.33
S -0.02 -2.05 1.71
H 2.32 0.32 1.12
H 3.39 -0.42 -0.14
H 2.75 -1.44 1.21
H 1.34 -0.16 -1.23
H 1.47 -1.92 -0.85
H -0.76 -1.20 -0.49
H -0.41 0.05 0.68
*
```

- expectation value of S² = 0.75
- max |F| (eV/Å) = 1.9
- frontier orbital gap (alpha / beta) (eV) = 2.284 / 5.836
- electronic energy (eV) = -18138.674
- E_LUMO (alpha / beta) (eV) = 5.8 / 5.8

DFT (wB97M-V/def2-TZVPD) results for a molecular structure, C21H24ClNOPPm.

ORCA input file:
```
! RIJCOSX wB97M-V def2-TZVPD def2/J DEFGRID3
* xyz 2 5
Pm 0.07 0.71 1.98
Cl 0.09 1.57 4.13
P 0.08 0.65 -0.19
C -1.27 -0.17 -1.12
C -1.11 -0.90 -2.30
C -2.21 -1.46 -2.93
C -3.49 -1.30 -2.39
C -3.66 -0.58 -1.21
C -2.55 -0.03 -0.57
C -0.17 2.43 -0.57
C 0.69 3.33 0.09
C 0.53 4.70 -0.08
C -0.48 5.19 -0.91
C -1.33 4.30 -1.57
C -1.18 2.93 -1.40
C 1.64 0.29 -1.08
C 2.72 -0.20 -0.34
C 3.95 -0.43 -0.95
C 4.11 -0.16 -2.31
C 3.04 0.36 -3.05
C 1.82 0.59 -2.44
H 1.48 2.94 0.73
H 1.19 5.39 0.44
H -0.61 6.26 -1.04
H -2.12 4.68 -2.22
H -1.85 2.24 -1.91
H -0.12 -1.04 -2.71
H -2.08 -2.04 -3.84
H -4.35 -1.74 -2.89
H -4.65 -0.47 -0.77
H -2.67 0.51 0.37
H 2.58 -0.38 0.73
H 4.78 -0.81 -0.37
H 5.07 -0.34 -2.79
H 3.18 0.59 -4.10
H 1.00 1.03 -3.01
H -0.03 -5.89 -4.19
H 0.71 -5.86 -4.16
C -1.26 -1.31 4.09
N -0.12 -2.21 4.14
C -0.10 -3.23 5.17
C 0.92 -2.17 3.25
O 1.10 -1.29 2.42
H -2.19 -1.90 3.99
H -1.22 -0.64 3.21
H -1.31 -0.71 5.02
H -0.08 -4.24 4.71
H 0.80 -3.10 5.80
H -1.00 -3.16 5.83
H 1.66 -2.97 3.29
*
```

- expectation value of S² = 6.05
- max |F| (eV/Å) = 15.3
- frontier orbital gap (alpha / beta) (eV) = 7.839 / 7.785
- electronic energy (eV) = -64051.405
- E_LUMO (alpha / beta) (eV) = -7.2 / -7.1

DFT (wB97M-V/def2-TZVPD) results for a molecular structure, C2H4OPr.

ORCA input file:
```
! RIJCOSX wB97M-V def2-TZVPD def2/J DEFGRID3
* xyz 1 3
H -0.38 -0.35 3.57
C 0.52 1.29 -2.25
C 1.07 0.90 -1.08
O -0.30 -0.96 2.85
Pr 0.01 -0.63 0.69
H 0.92 2.11 -2.86
H -0.35 0.78 -2.68
H 2.14 1.13 -1.01
*
```

- expectation value of S² = 2.10
- max |F| (eV/Å) = 3.2
- frontier orbital gap (alpha / beta) (eV) = 6.965 / 7.288
- electronic energy (eV) = -18245.226
- E_LUMO (alpha / beta) (eV) = -5.7 / -5.5

Q: Which of these has the highest max |F|?
A: C21H24ClNOPPm

Q: Look up the max |F| of the first one.
A: 5.0 eV/Å

Q: Which of these has the lowest electronic energy?
A: C27H45CeCl4O2P

Q: The highest electronic energy belongs to which entry?
A: C5H7N